Density functional theory data (the ωB97M-V functional and the def2-TZVPD basis) for a single C2H6N4O2 molecule in a non-equilibrium geometry.

Positions of all 14 atoms, in Å:
C: -0.0906 0.2512 0.5957
C: 0.0388 -1.4169 -2.3756
H: 0.5062 2.9556 -0.0257
H: -0.8542 2.4974 -0.8988
H: -0.7143 1.8088 1.9266
H: 0.9157 -1.9156 -2.8011
H: -0.9140 -1.2365 -2.9167
H: 0.9882 -1.8510 0.3457
N: -0.5087 2.7618 0.1356
N: -0.6815 1.4754 0.9219
N: 0.4868 -0.8269 -1.2760
N: 0.6045 -0.3530 1.4404
O: -0.6525 -0.3060 -0.5743
O: 0.7869 -1.7771 1.3864

Output
SMILES: C=NO/C(=N\O)NN
DFT total energy in eV: -12220.5378
Energy relative to the best compared isomer or geometry (same formula, charge and spin) in kcal per mole: 141.0
Maximum force in eV/A: 4.78

=====

Density functional theory data (the ωB97M-V functional and the def2-TZVPD basis) for 12 unconnected molecules or ions with the total composition C27H78O12 in a non-equilibrium geometry.

Positions of all 117 atoms, in Å:
C: 0.3642 2.1886 3.8032
C: 0.3626 1.7639 5.2836
O: 1.5664 2.2087 5.8609
H: 0.1455 3.2580 3.7077
H: -0.5569 1.9271 3.2699
H: 1.2861 1.9248 3.2885
H: 0.3252 0.6710 5.3556
H: -0.6342 2.0354 5.6349
H: 2.2355 1.6685 5.4316
C: 0.7365 3.2982 -2.5935
C: -0.3135 4.3837 -2.9072
O: 0.0714 5.6154 -2.3054
H: 0.9042 3.0931 -1.5361
H: 1.6666 3.5698 -3.0941
H: 0.4635 2.3214 -3.0038
H: -1.2892 4.1007 -2.5103
H: -0.2795 4.5015 -3.9884
H: -0.0336 5.5249 -1.3534
C: -1.7340 -2.2112 4.5516
C: -1.4222 -1.5073 3.2867
O: -0.5652 -2.3225 2.5234
H: -0.8866 -2.8626 4.7751
H: -2.5642 -2.9048 4.6968
H: -1.9033 -1.4309 5.2978
H: -0.9290 -0.5377 3.4090
H: -2.2980 -1.2924 2.6611
H: -0.1290 -1.7064 1.9174
C: -4.2257 1.3169 -1.3774
C: -4.1081 0.9725 0.1054
O: -5.3670 0.6103 0.6574
H: -3.2696 1.4014 -1.8960
H: -4.7105 2.2903 -1.4451
H: -4.7596 0.5118 -1.8831
H: -3.6620 1.8159 0.6358
H: -3.4969 0.0918 0.3222
H: -5.3001 0.2276 1.5336
C: -2.3485 5.4934 1.6106
C: -2.0284 4.1846 0.9270
O: -0.7452 4.2188 0.3133
H: -1.6014 5.6889 2.3787
H: -3.3473 5.4147 2.0440
H: -2.3947 6.3115 0.8917
H: -2.7624 3.7926 0.2199
H: -2.0950 3.3556 1.6454
H: -0.1294 4.6979 0.8889
C: 2.9790 3.6698 0.7727
C: 2.4063 5.0967 0.8046
O: 1.4142 5.0948 1.8123
H: 3.7299 3.6280 -0.0219
H: 2.1954 2.9576 0.5172
H: 3.4837 3.3408 1.6824
H: 1.8345 5.1999 -0.1197
H: 3.0877 5.9479 0.8259
H: 1.8037 4.8588 2.6591
C: 3.0348 -0.6302 2.5219
C: 2.9144 -2.1918 2.6764
O: 2.1258 -2.4299 3.7985
H: 3.8959 -0.2703 1.9588
H: 3.1419 -0.1540 3.5032
H: 2.1705 -0.0384 2.2072
H: 3.9146 -2.5693 2.8858
H: 2.5482 -2.5924 1.7285
H: 1.2234 -2.1993 3.5496
C: -3.6636 -2.7961 0.4124
C: -2.3464 -3.5069 0.0789
O: -2.0092 -4.4042 1.1038
H: -4.0122 -2.0753 -0.3301
H: -3.6768 -2.2896 1.3763
H: -4.3872 -3.6138 0.4245
H: -1.5429 -2.7837 -0.1023
H: -2.3614 -4.0859 -0.8460
H: -1.5178 -3.9319 1.7902
C: -0.3806 1.0603 0.1419
C: 0.6147 0.3031 -0.7215
O: 0.9160 -0.9294 -0.0691
H: 0.0873 1.6104 0.9644
H: -1.1259 0.4263 0.6252
H: -0.9137 1.9132 -0.2821
H: 1.5570 0.8267 -0.8883
H: 0.1952 0.0343 -1.6950
H: 0.8947 -1.6413 -0.7376
C: 0.8875 -4.8927 -3.1959
C: 0.9079 -4.2030 -1.8114
C: 2.0999 -4.6737 -0.9681
O: 0.9860 -2.7911 -1.9838
H: 1.9274 -5.0638 -3.4778
H: 0.3912 -4.2827 -3.9514
H: 0.3391 -5.8324 -3.2788
H: -0.0322 -4.4231 -1.2987
H: 2.9939 -4.0987 -1.2113
H: 2.2061 -5.7390 -1.1742
H: 1.9773 -4.5641 0.1101
H: 0.1830 -2.5612 -2.4882
C: -2.4300 -4.1669 -4.1221
C: -2.3625 -2.6425 -4.1055
C: -3.7001 -1.9718 -3.9894
O: -1.5609 -2.2427 -2.9918
H: -1.9889 -4.6977 -3.2777
H: -1.9320 -4.5611 -5.0064
H: -3.4738 -4.4516 -3.9730
H: -1.8503 -2.1839 -4.9573
H: -3.6686 -0.8855 -3.8975
H: -4.3265 -2.4059 -3.2068
H: -4.2594 -2.1793 -4.9058
H: -2.0073 -1.4807 -2.6100
C: 3.9668 -0.6376 -2.9122
C: 4.4770 0.2780 -1.7858
C: 5.1404 -0.5404 -0.6341
O: 5.4022 1.1527 -2.3368
H: 3.4250 -1.4254 -2.3777
H: 4.7990 -1.1971 -3.3449
H: 3.3117 -0.2018 -3.6618
H: 3.6720 0.7992 -1.2661
H: 5.2914 0.0260 0.2797
H: 6.0733 -0.9916 -0.9851
H: 4.5379 -1.4442 -0.5112
H: 6.1281 0.6667 -2.7344

Output
SMILES: CC(C)O.CC(C)O.CC(C)O.CCO.CCO.CCO.CCO.CCO.CCO.CCO.CCO.CCO
DFT total energy in eV: -53830.2055
Energy relative to the best compared isomer or geometry (same formula, charge and spin) in kcal per mole: 65.1
Maximum force in eV/A: 2.75

=====

Density functional theory data (the ωB97M-V functional and the def2-TZVPD basis) for a molecular structure, C27H26FN6O6RbSe in a non-equilibrium geometry.

Positions of all 68 atoms, in Å:
Rb: 0.6768 0.0768 0.2265
O: 3.1974 0.9025 -0.0799
C: 3.9578 1.6383 -0.7679
C: 5.2525 1.2085 -1.2175
C: 6.0538 2.0180 -2.0049
C: 5.6841 3.2986 -2.4177
C: 4.4370 3.7457 -2.0519
C: 3.5881 2.9683 -1.2234
C: 2.2817 3.5305 -0.9879
N: 1.3126 3.0922 -0.2576
C: 0.1042 3.8928 -0.4333
C: -0.8670 3.6858 0.7386
N: -1.4626 2.3698 0.5011
C: -1.9629 1.7070 1.4650
C: -2.0032 1.9155 2.9259
C: -2.9324 2.7101 3.5787
C: -3.0182 2.7339 4.9682
C: -2.1403 1.9664 5.7332
C: -1.1899 1.1879 5.1286
C: -1.0419 1.1362 3.7000
O: -0.1175 0.4950 3.0993
H: 5.5498 0.1937 -0.9287
H: 6.9938 1.6299 -2.3942
H: 6.3497 3.8820 -3.0393
H: 4.0729 4.6664 -2.5079
H: 2.1391 4.4579 -1.6057
H: -0.4198 3.5925 -1.3579
H: 0.3212 4.9862 -0.5204
H: -1.6576 4.4579 0.6394
H: -0.3930 3.7914 1.7472
H: -2.3451 0.6835 1.1872
H: -3.6400 3.2822 2.9693
H: -3.7820 3.3429 5.4594
H: -2.2641 1.9114 6.8005
H: -0.4455 0.6365 5.6726
C: 2.0499 -2.5778 3.3722
N: 0.7397 -2.9651 2.9099
C: -0.5042 -2.5670 3.3981
C: -1.4559 -3.2629 2.7646
N: -0.8668 -4.1359 1.8367
C: -1.5071 -5.0486 0.8891
C: 0.5106 -3.9185 1.9352
Se: 1.8635 -4.7483 0.9785
H: 2.4956 -3.3921 3.9656
H: 2.0315 -1.7051 4.0240
H: 2.6668 -2.4218 2.4477
H: -0.5809 -1.7638 4.1402
H: -2.5185 -3.2109 2.8681
H: -2.2847 -5.6625 1.3783
H: -0.7133 -5.6965 0.4792
H: -1.9737 -4.5158 0.0494
F: -3.7687 -3.5960 -5.9572
C: -2.9809 -2.5948 -5.5252
C: -2.4826 -2.6093 -4.2573
N: -1.4590 -1.7764 -3.9097
C: -0.7104 -1.9606 -2.6406
C: -1.6763 -2.0950 -1.3884
O: -2.7611 -2.6671 -1.5794
O: -1.2437 -1.6305 -0.3306
C: -1.0377 -0.7365 -4.7482
O: -0.2415 0.1442 -4.4172
N: -1.6278 -0.7039 -6.0209
C: -2.6580 -1.5065 -6.4694
O: -3.2282 -1.2611 -7.5415
H: -2.7687 -3.3007 -3.4644
H: -0.0466 -1.0928 -2.5758
H: -0.1252 -2.9143 -2.7469
H: -1.4257 0.0993 -6.6087

Output
Total charge: -2
DFT total energy in eV: -118369.0062
Maximum force in eV/A: 2.57

=====

Density functional theory data (the ωB97M-V functional and the def2-TZVPD basis) for 2 unconnected molecules or ions with the total composition CH6ClNSi in a non-equilibrium geometry.

Positions of all 10 atoms, in Å:
C: -0.2310 1.9473 -0.5257
N: 0.1483 -2.1312 0.1421
Si: -0.4816 -1.3247 1.5287
Cl: 0.8028 0.8039 -1.4148
H: -0.4105 2.8678 -1.0048
H: 0.0354 2.0223 0.4727
H: 1.0168 -2.5353 -0.1217
H: -0.5640 -2.5275 -0.4500
H: 0.7619 -0.3657 1.7478
H: -1.0781 1.2431 -0.3743

Output
DFT total energy in eV: -23022.9447
Energy relative to the best compared isomer or geometry (same formula, charge and spin) in kcal per mole: 89.6
Maximum force in eV/A: 3.54

=====

| no. | HOMO (eV) |
| --- | --- |
| 1 | -9.2 |
| 2 | -9.9 |
| 3 | -2.1 |
| 4 | -8.4 |